1.
# C33H68F27N6O19P2S5

A cluster of 13 separate species, C33H68F27N6O19P2S5 in total at a distorted geometry (wB97M-V/def2-TZVPD, the Open Molecules 2025 dataset).

Element x y z (Å)
S  -22.30  -7.26  11.68
S  -19.54  -13.78  2.81
S  -14.10  -2.66  0.80
S  -18.11  -0.28  18.05
S  -16.33  -9.68  20.92
P  -9.96  -12.69  10.67
P  -9.84  -2.89  10.45
F  -17.06  -2.45  19.27
F  -23.23  -8.90  9.81
F  -17.48  -0.82  20.69
F  -14.40  -4.95  1.97
F  -9.77  -14.31  10.48
F  -10.33  -4.44  10.53
F  -18.75  -11.34  1.82
F  -10.07  -12.50  9.08
F  -11.31  -2.35  11.00
F  -9.97  -12.77  12.31
F  -8.33  -3.41  10.03
F  -9.36  -1.33  10.34
F  -16.79  -7.68  22.73
F  -13.25  -3.37  3.12
F  -9.38  -2.81  12.02
F  -11.56  -12.96  10.50
F  -15.78  -0.65  19.39
F  -10.15  -11.07  10.85
F  -14.98  -8.79  23.20
F  -18.25  -11.68  4.00
F  -15.07  -7.31  21.60
F  -15.48  -3.18  2.95
F  -17.02  -12.68  2.36
F  -21.62  -7.55  9.15
F  -8.43  -12.54  10.62
F  -10.45  -2.85  8.93
F  -21.07  -9.12  10.38
O  -23.52  -6.57  11.49
O  -22.34  -8.26  12.75
O  -18.31  1.11  18.49
O  -17.55  -10.33  21.48
O  -23.64  -5.91  19.71
O  -20.90  -13.23  2.95
O  -17.30  -0.32  16.81
O  -16.48  -8.87  19.73
O  -18.21  -16.73  17.14
O  -19.54  -14.49  1.50
O  -15.19  -10.55  20.90
O  -21.14  -6.40  11.74
O  -19.14  -14.65  3.94
O  -23.85  -8.45  3.79
O  -13.38  -1.49  1.24
O  -9.56  -11.39  20.47
O  -19.39  -0.93  17.97
O  -13.28  -3.42  -0.20
O  -15.41  -2.29  0.11
N  -15.32  -6.88  12.82
N  -23.67  -8.17  1.44
N  -9.06  -13.58  21.33
N  -23.29  -3.99  18.39
N  -5.40  -7.21  14.64
N  -20.25  -15.47  16.94
C  -23.26  -7.98  2.87
C  -21.89  -7.42  3.14
C  -15.31  -7.18  8.90
C  -17.04  -1.15  19.47
C  -9.96  -13.32  22.54
C  -5.21  -7.30  13.11
C  -6.73  -7.70  14.98
C  -24.23  -4.17  17.10
C  -19.26  -16.57  16.51
C  -18.25  -12.24  2.75
C  -25.07  -7.72  1.08
C  -5.26  -5.83  16.82
C  -4.36  -8.53  12.72
C  -13.89  -7.16  13.36
C  -21.61  -5.89  18.19
C  -5.22  -5.79  15.22
C  -22.87  -5.29  18.96
C  -9.54  -12.60  20.26
C  -15.93  -5.60  13.61
C  -19.75  -14.05  16.52
C  -10.13  -13.33  19.06
C  -19.70  -17.36  15.32
C  -4.78  -4.50  17.52
C  -4.28  -8.20  15.15
C  -15.44  -6.49  11.32
C  -14.77  -7.44  10.32
C  -22.10  -8.29  10.08
C  -15.71  -8.24  22.27
C  -13.99  -8.38  14.31
C  -16.10  -8.11  13.33
C  -4.20  -9.33  14.08
C  -15.11  -9.21  13.73
C  -14.38  -3.58  2.37
H  -23.94  -5.06  16.53
H  -19.69  -14.05  15.43
H  -25.26  -4.28  17.43
H  -21.56  -5.32  17.26
H  -14.83  -5.59  11.32
H  -25.41  -6.86  1.65
H  -16.29  -7.62  8.73
H  -4.50  -6.50  12.88
H  -14.68  -7.67  8.15
H  -13.09  -8.97  14.48
H  -25.82  -8.43  1.43
H  -21.60  -7.86  4.10
H  -20.55  -13.48  16.97
H  -18.87  -17.97  14.96
H  -6.07  -5.25  14.79
H  -14.68  -9.78  12.91
H  -5.15  -3.59  17.06
H  -6.65  -7.94  16.04
H  -21.12  -7.34  2.38
H  -18.80  -13.87  17.03
H  -4.25  -5.42  14.91
H  -6.09  -7.16  12.48
H  -4.66  -6.67  17.16
H  -20.72  -5.83  18.82
H  -6.31  -5.97  17.09
H  -3.34  -7.64  15.12
H  -13.47  -6.24  13.77
H  -9.10  -14.59  21.32
H  -20.08  -16.73  14.51
H  -7.59  -7.04  15.00
H  -10.59  -12.44  22.47
H  -21.17  -15.64  16.55
H  -10.25  -12.66  18.21
H  -15.94  -5.72  14.69
H  -13.32  -7.46  12.48
H  -20.34  -15.55  17.95
H  -13.68  -7.37  10.30
H  -15.66  -9.91  14.36
H  -10.53  -14.25  22.50
H  -3.43  -8.25  12.21
H  -15.00  -8.48  10.54
H  -22.04  -6.36  3.36
H  -6.92  -8.66  14.50
H  -23.09  -7.56  0.88
H  -23.40  -9.03  1.00
H  -8.12  -13.25  21.47
H  -20.53  -17.89  15.80
H  -5.02  -4.45  18.58
H  -16.50  -6.29  11.18
H  -22.46  -3.47  18.12
H  -9.35  -13.39  23.44
H  -3.70  -4.44  17.44
H  -11.12  -13.71  19.34
H  -16.51  -8.52  12.41
H  -16.87  -7.86  14.06
H  -4.89  -10.14  14.30
H  -21.84  -6.94  18.05
H  -23.66  -3.40  19.12
H  -25.10  -7.38  0.04
H  -16.80  -5.09  13.20
H  -24.01  -3.32  16.45
H  -3.23  -9.81  13.96
H  -14.15  -7.92  15.28
H  -4.55  -8.56  16.14
H  -15.21  -6.10  8.81
H  -9.60  -14.23  18.75
H  -15.21  -4.80  13.47
H  -4.82  -9.16  11.97

The HOMO-LUMO gap is 2.180 eV. For the HOMO energy, the calculation gives -4.4542 eV. As for the charge: -1. For the largest force on an atom, the calculation gives 7.04 eV Å⁻¹.


2.
# C4H7N2

A cluster of 2 separate species, C4H7N2 in total at a distorted geometry (wB97M-V/def2-TZVPD, the Open Molecules 2025 dataset).

Element x y z (Å)
N  0.12  0.61  0.01
N  -0.90  1.71  0.04
C  -0.89  -1.78  -0.25
C  2.42  1.12  0.16
C  -1.85  0.86  -0.12
C  -0.68  -0.40  -0.16
H  2.93  0.23  0.31
H  -2.94  0.90  0.06
H  0.08  -2.18  -0.47
H  -1.78  -2.08  -0.71
H  -1.22  -2.18  0.69
H  2.36  1.53  1.22
H  2.35  1.66  -0.78

The HOMO-LUMO gap is 8.277 eV. For the HOMO energy, the calculation gives -14.5134 eV. Its energy relative to the best compared isomer or geometry (same formula, charge and spin) is 198.33 kcal per mole. As for the charge: +1. For the largest force on an atom, the calculation gives 6.78 eV Å⁻¹.


3.
# C2H4N2OS2

A structure of composition C2H4N2OS2 at a distorted geometry (wB97M-V/def2-TZVPD, the Open Molecules 2025 dataset).

Element x y z (Å)
S  2.32  -0.94  0.09
S  -2.00  -1.51  -0.26
O  0.72  1.23  -0.77
N  0.57  -1.30  0.12
N  -1.09  1.54  0.45
C  -0.26  0.83  -0.21
C  -0.59  -0.61  -0.01
H  0.40  -2.24  0.01
H  2.52  -0.24  -1.08
H  -1.52  0.72  1.37
H  -1.08  2.52  0.29

The HOMO-LUMO gap is 8.490 eV. For the HOMO energy, the calculation gives -8.9810 eV. Its energy relative to the best compared isomer or geometry (same formula, charge and spin) is 62.87 kcal per mole. For the largest force on an atom, the calculation gives 7.00 eV Å⁻¹.


4.
# C28H44BrN3P2Zr

A structure of composition C28H44BrN3P2Zr at a distorted geometry (wB97M-V/def2-TZVPD, the Open Molecules 2025 dataset).

Element x y z (Å)
Zr  -0.39  -0.86  0.01
Br  -2.43  -4.23  -2.46
P  1.44  1.21  -0.38
P  -2.11  0.02  -1.71
N  4.12  0.76  5.11
N  -2.03  0.72  2.91
N  -0.33  0.59  1.56
C  -4.42  -1.62  -1.77
C  1.58  -1.80  2.91
C  1.28  -3.19  -0.61
C  2.80  0.84  5.31
C  2.72  -0.18  -2.47
C  3.04  1.24  0.52
C  -4.13  1.57  -2.89
C  4.62  -0.05  4.18
C  1.95  -2.39  1.74
C  1.90  0.02  4.62
C  -2.69  1.58  -2.39
C  1.10  3.02  -0.28
C  0.25  -3.49  -1.51
C  1.97  1.10  -2.10
C  -1.08  -3.51  -1.10
C  3.19  2.18  1.72
C  -0.42  -2.85  1.14
C  -0.11  3.49  -1.07
C  3.78  -0.85  3.40
C  -0.16  1.73  2.34
C  2.40  -0.87  3.65
C  0.96  -2.81  0.74
C  -1.47  -3.16  0.21
C  -3.56  -0.73  -0.89
C  -2.38  -0.86  -4.45
C  -1.23  1.83  3.16
C  -1.53  -0.91  -3.19
C  -1.47  -0.01  1.96
H  0.02  4.55  -1.31
H  1.09  1.26  -2.74
H  -4.85  -1.10  -2.64
H  -2.30  0.11  -4.94
H  1.00  3.35  0.76
H  0.83  0.06  4.82
H  3.56  -0.37  -1.80
H  2.64  1.97  -2.24
H  -1.04  3.39  -0.50
H  2.08  -1.07  -2.46
H  -1.48  2.60  3.87
H  -0.23  2.94  -2.01
H  3.80  1.51  -0.23
H  -2.49  -3.28  0.58
H  2.33  -3.29  -0.91
H  -4.84  1.33  -2.09
H  3.24  0.20  0.82
H  -1.99  1.85  -3.20
H  2.99  -2.49  1.42
H  3.14  -0.08  -3.47
H  2.44  1.55  6.06
H  -0.68  -2.77  2.19
H  -2.00  -1.63  -5.14
H  -5.24  -2.03  -1.17
H  -2.89  0.49  3.40
H  -3.83  -2.47  -2.14
H  4.21  2.11  2.12
H  -3.43  -1.09  -4.26
H  -4.28  0.86  -3.71
H  0.56  -1.95  3.32
H  4.22  -1.46  2.62
H  -4.14  0.12  -0.49
H  -2.56  2.33  -1.58
H  -3.24  -1.31  -0.01
H  2.53  1.91  2.54
H  0.72  2.35  2.26
H  -4.36  2.57  -3.27
H  2.01  3.52  -0.66
H  3.03  3.23  1.47
H  -1.92  -0.95  1.55
H  -1.44  -1.97  -2.88
H  -0.50  -0.56  -3.40
H  5.69  -0.12  4.02
H  0.46  -3.74  -2.54

The HOMO-LUMO gap (spin up / spin down) is 4.735 / 4.732 eV. For the HOMO energy (spin up / spin down), the calculation gives -19.5213 / -19.5208 eV. Its energy relative to the best compared isomer or geometry (same formula, charge and spin) is 0.00 kcal per mole. As for the charge: +4. For the largest force on an atom, the calculation gives 3.56 eV Å⁻¹.


5.
# C5H13NO2

A cluster of 2 separate species, C5H13NO2 in total at a distorted geometry (wB97M-V/def2-TZVPD, the Open Molecules 2025 dataset).

Element x y z (Å)
O  -1.36  1.45  -1.98
O  1.56  1.34  2.17
N  1.11  1.36  -0.31
C  -2.06  -1.99  -0.58
C  0.39  0.27  0.41
C  1.20  0.04  1.78
C  -0.77  -1.87  -0.13
C  0.36  -0.88  -0.54
H  1.41  -1.37  -0.82
H  -0.65  0.78  0.66
H  -0.58  1.58  -1.49
H  2.20  -0.44  1.77
H  -2.41  -1.21  -1.37
H  0.68  1.84  2.23
H  1.57  2.04  0.27
H  1.78  0.92  -0.95
H  -1.69  2.31  -2.07
H  -2.82  -2.69  -0.46
H  0.48  -0.33  2.52
H  -0.04  -0.54  -1.63
H  -0.33  -2.63  0.50

The HOMO-LUMO gap is 10.259 eV. As for the SMILES: C=CC[C@H](N)CO.O. For the HOMO energy, the calculation gives -9.4381 eV. Its energy relative to the best compared isomer or geometry (same formula, charge and spin) is 81.63 kcal per mole. For the largest force on an atom, the calculation gives 4.92 eV Å⁻¹.


6.
# C9H14

A cluster of 2 separate species, C9H14 in total at a distorted geometry (wB97M-V/def2-TZVPD, the Open Molecules 2025 dataset).

Element x y z (Å)
C  1.25  -0.16  -1.60
C  -1.43  2.48  0.25
C  0.37  -2.95  0.91
C  0.22  -1.71  1.69
C  -1.89  1.25  -0.22
C  -1.00  0.34  -0.81
C  0.31  0.83  -0.92
C  0.73  2.14  -0.70
C  -0.16  2.93  -0.04
H  -0.26  -1.78  2.78
H  0.47  -2.89  -0.13
H  2.22  0.08  -1.16
H  -0.31  -0.91  1.18
H  1.11  -1.35  -1.32
H  1.21  -1.11  1.80
H  0.02  3.93  0.38
H  -0.53  -3.58  0.85
H  1.75  2.42  -1.05
H  -2.85  0.96  -0.14
H  -2.15  3.21  0.68
H  -1.41  -0.60  -1.11
H  1.26  0.11  -2.68
H  1.08  -3.64  1.34

The HOMO-LUMO gap is 10.009 eV. As for the SMILES: Cc1ccccc1.CC. For the HOMO energy, the calculation gives -8.9586 eV. Its energy relative to the best compared isomer or geometry (same formula, charge and spin) is 40.60 kcal per mole. For the largest force on an atom, the calculation gives 3.84 eV Å⁻¹.